Here is a structure of composition C25H24F4IrN5SSi at a distorted geometry from the OMol25 dataset. Energies are from wB97M-V/def2-TZVPD.

Results
electronic energy = -66176.358 eV
energy above the lowest of the compared OMol25 structures with the same formula, charge and spin = 122.8 kcal/mol
HOMO-LUMO gap (spin up / spin down) = 5.26 / 5.07 eV

Structure (ORCA input):
```
! wB97M-V def2-TZVPD RIJCOSX def2/J DEFGRID3
* xyz 1 2
Ir 2.0597 -0.5762 0.3807
S 2.4414 -0.9820 2.6799
Si 1.2896 2.7761 0.8559
F -7.2756 -1.9834 -1.2205
F 0.4772 -3.2566 0.7417
F -7.6416 -0.7187 0.4941
F -7.1540 0.1660 -1.4196
N 0.8686 1.0489 0.9784
N 2.4107 -0.7645 -1.7013
N 4.8739 -0.8646 3.7133
N 4.1119 -0.7456 0.3485
N 4.8766 -0.8187 1.4450
C -0.3003 0.4302 0.8694
C 0.0219 -0.8965 0.3336
C 1.5437 -0.7847 -2.7096
C 0.6293 3.7165 2.3299
C 3.3004 -0.8359 -4.3221
C 4.2078 -0.8426 -3.2740
C 0.5075 3.3600 -0.7494
C -0.5309 -2.3662 0.6925
C 4.1948 -0.8602 2.5662
C -5.0076 -0.6960 0.9757
C -0.8928 -1.5523 -0.5357
C -2.3506 -1.1664 -0.3692
C -3.2508 -1.2891 -1.5561
C -2.8475 -1.9657 0.8767
C 1.9457 -0.8192 -4.0346
C 3.1573 2.7715 0.7507
C 4.6371 -0.8607 -0.8233
C -1.5852 0.9181 0.9814
C -2.7037 0.1549 0.4221
C -5.3997 -0.9065 -0.2859
C -4.5783 -1.1576 -1.4855
C -1.6340 -2.5232 1.5282
C -6.8771 -0.8627 -0.5937
C -3.5755 -0.6932 1.4111
C 3.7415 -0.8095 -1.9704
H -0.4580 3.8064 2.2981
H -3.5488 -2.7735 0.6540
H 5.2745 -0.8836 -3.4475
H 0.9121 2.8081 -1.6004
H 1.2061 -0.8415 -4.8214
H -1.6550 -3.2001 2.3708
H -0.5747 3.2133 -0.7356
H 3.6445 -0.8557 -5.3470
H 5.8789 -0.9202 3.6952
H 3.6032 2.2802 1.6184
H -5.1443 -1.2576 -2.4032
H -5.7611 -0.5365 1.7354
H 3.5522 3.7885 0.7049
H -1.7783 1.9032 1.3951
H 0.9055 3.2434 3.2731
H 4.3862 -0.9733 4.5843
H -2.7840 -1.4858 -2.5141
H 0.6986 4.4220 -0.9136
H -3.4529 -0.4752 2.4713
H 5.7044 -1.0167 -0.9317
H -3.3294 0.8402 -0.1552
H 3.4898 2.2451 -0.1462
H 0.4961 -0.8015 -2.4346
H 1.0431 4.7269 2.3256
*
```


Here is a cluster of 2 separate species, C5H14 in total at a distorted geometry from the OMol25 dataset. Energies are from wB97M-V/def2-TZVPD.

Results
electronic energy = -5409.055 eV
energy above the lowest of the compared OMol25 structures with the same formula, charge and spin = 33.5 kcal/mol
HOMO-LUMO gap (spin up / spin down) = 2.72 / 11.45 eV

Structure (ORCA input):
```
! wB97M-V def2-TZVPD RIJCOSX def2/J DEFGRID3
* xyz -1 2
C 0.8428 -0.3658 -2.5105
C -1.2463 1.7876 2.0178
C 0.1998 -1.7103 -2.4493
C -0.4741 0.6697 1.1934
C 0.5755 -0.3194 1.8673
H 1.0092 0.2433 -3.4548
H -0.8186 -1.7244 -2.7925
H -0.9114 2.7192 1.5336
H 1.5697 0.0145 2.3795
H 0.2487 0.4683 -1.9602
H -0.9236 1.7761 3.0481
H 0.6691 -2.5996 -2.9345
H -1.0935 0.1363 0.4972
H -2.3152 1.5227 2.1344
H 0.1191 1.3705 0.6031
H 0.9387 -0.9063 1.0515
H 0.1236 -1.0770 2.5943
H 0.1191 -1.8583 -1.2695
H 1.8791 -0.4563 -2.1425
*
```


Here is a structure of composition C3H3N3O2 at a distorted geometry from the OMol25 dataset. Energies are from wB97M-V/def2-TZVPD.

Results
electronic energy = -11723.237 eV
energy above the lowest of the compared OMol25 structures with the same formula, charge and spin = 62.7 kcal/mol
HOMO-LUMO gap = 9.88 eV

Structure (ORCA input):
```
! wB97M-V def2-TZVPD RIJCOSX def2/J DEFGRID3
* xyz 0 1
O -2.6550 0.8552 0.0185
O 1.3314 -1.0409 -0.0905
N 1.8686 1.0892 0.0209
N 0.5299 1.0219 -0.0811
N -0.9833 -0.8075 -0.0912
C 0.2411 -0.2556 -0.0385
C -2.2785 -0.3150 0.0486
C 2.2641 -0.1467 0.1410
H -0.9180 -1.7804 0.2160
H 3.2975 -0.4210 0.2095
H -3.0563 -1.1337 0.3045
*
```


Here is the ion C4H12NO with charge +1 at a distorted geometry from the OMol25 dataset. Energies are from wB97M-V/def2-TZVPD.

Results
electronic energy = -7873.138 eV
energy above the lowest of the compared OMol25 structures with the same formula, charge and spin = 26.6 kcal/mol
HOMO-LUMO gap = 11.95 eV
SMILES = C[C@@H]([NH3+])CCO

Structure (ORCA input):
```
! wB97M-V def2-TZVPD RIJCOSX def2/J DEFGRID3
* xyz 1 1
O 0.5019 1.9783 0.1460
N -1.5737 0.2770 0.0366
C 0.9824 -0.4144 0.2489
C 1.4544 0.9608 -0.2868
C -0.8753 -2.1613 0.1248
C -0.3594 -0.8056 -0.3729
H -1.7696 -2.6077 -0.2663
H -0.1542 -2.8358 -0.3477
H -2.3383 0.0970 -0.5984
H 1.7895 -1.1469 0.0442
H -1.1223 1.2032 -0.0041
H 1.3698 0.9405 -1.3904
H -1.6532 0.1061 1.0363
H -0.6960 -2.4210 1.1667
H 0.9664 2.5610 0.7509
H 2.3729 1.3544 0.1150
H 0.9814 -0.3512 1.3456
H -0.2390 -0.6050 -1.4230
*
```


Here is a cluster of 2 separate species, C2H8N in total at a distorted geometry from the OMol25 dataset. Energies are from wB97M-V/def2-TZVPD.

Results
electronic energy = -3688.995 eV
energy above the lowest of the compared OMol25 structures with the same formula, charge and spin = 54.6 kcal/mol
HOMO-LUMO gap (spin up / spin down) = 4.91 / 10.49 eV

Structure (ORCA input):
```
! wB97M-V def2-TZVPD RIJCOSX def2/J DEFGRID3
* xyz 0 2
N 1.7364 -1.3305 -0.4873
C -1.2506 1.0861 -0.3510
C -1.1406 0.8302 1.0112
H 2.3635 -0.9449 -1.1987
H 0.9807 -1.8152 -0.9559
H 1.3400 -0.8326 0.3545
H -0.7271 1.5656 1.7625
H 2.2844 -2.1290 -0.2071
H -0.5588 1.5417 -0.9873
H -2.0029 0.4579 -0.8779
H -1.4876 -0.0284 1.5606
*
```


Here is a cluster of 2 separate species, C18H24N in total at a distorted geometry from the OMol25 dataset. Energies are from wB97M-V/def2-TZVPD.

Results
electronic energy = -20538.615 eV
energy above the lowest of the compared OMol25 structures with the same formula, charge and spin = 0.1 kcal/mol
HOMO-LUMO gap = 4.10 eV

Structure (ORCA input):
```
! wB97M-V def2-TZVPD RIJCOSX def2/J DEFGRID3
* xyz 1 1
N 0.6492 1.6239 -1.4479
C -3.0078 -1.0372 -1.4099
C 2.6838 1.1878 -2.6593
C 4.1458 2.1379 -0.4709
C -5.3078 -0.0548 2.9090
C -0.2009 -1.8264 -1.2308
C -2.9052 -0.7806 2.8843
C -4.0371 -0.5612 0.7775
C 4.8183 1.5974 -1.5782
C 4.0715 1.1235 -2.6651
C -0.5251 -1.4783 3.0679
C 6.3120 1.5211 -1.6177
C -0.5223 -1.7198 0.1992
C -1.7007 -1.2959 0.8039
C 2.0068 1.6965 -1.5277
C -2.9084 -0.9645 0.0793
C -4.0708 -0.4702 2.1748
C 2.7587 2.2075 -0.4448
C -1.7420 -1.1782 2.2466
H -6.1207 0.1416 2.2039
H -0.7447 -1.2785 4.1235
H -0.7748 -2.6079 -1.7474
H 6.7340 1.9264 -0.6949
H -4.9383 -0.3022 0.2183
H 6.7147 2.0899 -2.4650
H -2.9157 -0.7045 3.9734
H 0.8575 -2.1084 -1.3005
H 4.7279 2.5039 0.3761
H 2.0937 0.8335 -3.5070
H 4.5923 0.6990 -3.5244
H -4.0300 -0.7739 -1.7055
H 2.2257 2.6373 0.4055
H 6.6535 0.4849 -1.7340
H -2.3434 -0.3250 -1.9158
H -0.3164 -0.8815 -1.7797
H -0.2149 -2.5284 2.9796
H 0.1572 2.0345 -0.6651
H 0.3314 -0.8571 2.7734
H 0.0962 1.3778 -2.2590
H -5.1378 0.8532 3.5034
H 0.2753 -2.0722 0.8503
H -5.6386 -0.8335 3.6099
H -2.8021 -2.0375 -1.8092
*
```